No. 1
Molecular formula: C3H9NO2
Method: DFT, ωB97M-V/def2-TZVPD

For the energy relative to the best compared isomer or geometry (same formula, charge and spin), the calculation gives 884.4 kJ/mol. As for the spin multiplicity: 1. For the electronic energy, the calculation gives -324.63576 hartree.

XYZ file:
```
15
Properties=species:S:1:pos:R:3:forces:R:3:nbo_charge:R:1
C -0.825145 0.546083 -1.369070 0.232 -0.485 0.802 -0.515
H 1.618846 -0.892280 1.146051 -0.120 0.258 -0.347 0.204
H -0.005593 0.161166 -1.999692 -0.052 -0.564 -0.330 0.274
H 2.905570 -1.586559 1.997774 0.692 0.356 0.301 0.202
H 3.223934 -0.437421 0.583476 0.260 -0.563 -0.008 0.245
H 2.613335 0.259864 2.030549 0.086 -0.551 0.406 0.208
H -0.387293 0.978907 -0.450725 0.158 0.966 -0.164 0.277
H -1.322114 1.345098 -1.980528 0.294 -0.404 0.508 0.297
O -1.693387 0.674675 1.243349 0.818 -0.130 -1.491 -0.458
C -2.074527 -0.145561 0.409962 -1.345 -0.180 2.702 0.419
O 2.289431 -0.006950 -0.979706 -1.517 0.686 -1.248 -0.702
C 2.634651 -0.679493 1.462799 -0.649 0.176 0.554 -0.826
H -2.892073 -0.762383 0.806800 -0.278 -0.350 -0.753 0.151
N -1.645390 -0.474274 -0.840354 1.162 0.920 -1.107 -0.200
H 2.500267 0.431203 -1.826216 0.259 -0.133 0.175 0.424
```
Positions in Å, forces in eV/Å.

---

No. 2
Molecular formula: C3H9NO2
Method: DFT, ωB97M-V/def2-TZVPD

For the energy relative to the best compared isomer or geometry (same formula, charge and spin), the calculation gives 318.3 kJ/mol. As for the spin multiplicity: 1. For the electronic energy, the calculation gives -324.85139 hartree. The SMILES is C[C@@H](CO)ON.

XYZ file:
```
15
Properties=species:S:1:pos:R:3:forces:R:3:nbo_charge:R:1
H -0.757603 -1.939164 0.742415 0.017 0.119 -0.135 0.215
H 0.945774 -2.209428 0.412576 -0.036 0.120 -0.149 0.221
C 0.036796 -1.747198 0.014481 0.126 0.042 0.310 -0.633
C -0.999603 0.549919 -0.343637 -0.581 -1.224 -3.191 -0.091
O -1.596472 -0.057884 -1.593612 -0.023 0.917 0.899 -0.751
H -1.719026 0.410391 0.464029 0.167 -0.101 -0.138 0.193
H 1.000995 -0.063059 -0.956008 -0.080 0.149 0.057 0.179
N 1.179420 1.675123 1.042796 -0.089 -0.745 0.147 -0.535
H 0.830450 2.058495 1.924197 0.086 0.025 -0.295 0.344
H -0.228370 -2.236818 -0.926181 0.028 0.202 0.138 0.234
H -1.103613 0.296999 -2.349771 -0.211 -0.049 0.383 0.460
H 2.193618 1.630925 1.149632 -0.126 0.108 -0.019 0.337
C 0.254840 -0.259147 -0.181553 0.495 1.379 2.912 0.084
O 0.782990 0.285874 1.158109 0.138 -0.803 -1.336 -0.455
H -0.820197 1.604971 -0.557473 0.088 -0.140 0.417 0.198
```
Positions in Å, forces in eV/Å.

---

No. 3
Molecular formula: C3H9NO2
Method: DFT, ωB97M-V/def2-TZVPD

For the energy relative to the best compared isomer or geometry (same formula, charge and spin), the calculation gives 178.2 kJ/mol. As for the spin multiplicity: 1. For the electronic energy, the calculation gives -324.90474 hartree. The SMILES is C[C@@H](N)C=O.O.

XYZ file:
```
15
Properties=species:S:1:pos:R:3:forces:R:3:nbo_charge:R:1
C 0.414501 -0.262494 0.041831 1.635 -1.592 0.187 -0.157
H 0.725689 0.733262 -0.262245 -0.687 0.359 0.320 0.184
H 2.179817 -0.154356 1.424183 -0.572 0.025 0.366 0.203
H -0.518713 -1.739578 -1.097109 -0.035 -0.253 0.301 0.371
O -0.545557 3.147558 -1.450815 0.200 -0.409 0.060 -0.938
C -0.745753 -0.395537 0.983084 -0.696 1.505 0.048 0.436
H 1.362857 -1.740389 1.309947 0.611 -0.486 -0.330 0.227
H -0.190138 -0.374985 -1.885132 -0.142 0.053 -0.297 0.359
H -1.231264 0.558179 1.268154 -0.031 0.039 0.182 0.108
H -0.301743 4.072731 -1.528420 0.098 0.061 -0.010 0.474
O -1.191784 -1.431165 1.393184 0.275 -0.420 -0.161 -0.523
H 2.407443 -0.907804 -0.056686 0.010 -1.132 0.094 0.228
H 0.287745 2.655278 -1.400364 -0.282 0.350 -0.058 0.465
N 0.174957 -1.015136 -1.199025 0.070 0.371 -0.158 -0.823
C 1.682997 -0.866220 0.755761 -0.455 1.530 -0.545 -0.615
```
Positions in Å, forces in eV/Å.